# C33H64N6O6P2

A 3-piece molecular cluster, C33H64N6O6P2 overall at a distorted geometry (wB97M-V/def2-TZVPD, OMol25).

XYZ file:
```
111
Properties=species:S:1:pos:R:3:mulliken_charge:R:1
C -9.13 -1.33 1.71 -1.12
C -8.12 -0.55 0.74 -0.05
C -8.45 -0.75 -0.83 -0.55
C -7.52 0.19 -1.79 -0.84
C -6.10 -0.54 -1.87 0.38
C -4.99 -0.47 -0.78 -0.74
C -3.62 -1.24 -0.88 0.76
C -2.58 -1.11 0.33 -1.26
C -1.36 -0.11 0.00 0.40
C 0.00 -0.76 0.58 -1.01
O -1.29 0.28 -1.39 -0.53
C -3.35 -2.12 -2.12 0.37
C -4.47 -2.20 -3.23 0.56
C -5.81 -1.43 -3.13 -0.89
C -4.12 -3.17 -4.47 0.15
O -4.42 -2.92 -5.66 -0.58
C -3.29 -4.49 -4.04 0.50
C -3.62 -5.92 -4.73 -0.69
O -4.94 -6.30 -4.22 -0.42
C -4.90 -6.53 -2.79 -0.12
C -6.13 -7.45 -2.28 -0.32
C -5.92 -7.60 -0.69 -0.99
C -2.27 -4.43 -3.03 -0.56
C -2.01 -3.00 -2.33 0.09
O -0.88 -2.60 -1.96 -0.52
H -8.91 -2.45 1.78 0.28
H -10.24 -1.21 1.39 0.28
H -9.05 -0.89 2.77 0.32
H -7.05 -0.93 0.96 0.08
H -8.21 0.57 0.97 0.26
H -8.26 -1.86 -1.12 0.27
H -9.57 -0.58 -1.01 0.36
H -7.46 1.25 -1.35 0.36
H -8.05 0.19 -2.81 0.30
H -5.22 0.16 0.16 0.36
H -3.15 -0.67 1.23 0.45
H -2.24 -2.17 0.62 0.37
H -1.57 0.85 0.62 0.41
H -0.06 -1.92 0.53 0.27
H 0.96 -0.35 0.12 0.16
H 0.02 -0.52 1.71 0.28
H -0.72 1.07 -1.49 0.29
H -6.58 -1.53 -3.99 0.25
H -2.86 -6.73 -4.46 0.35
H -3.64 -5.75 -5.87 0.32
H -3.87 -6.97 -2.48 0.19
H -4.99 -5.55 -2.17 0.07
H -6.21 -8.44 -2.84 0.30
H -7.07 -6.79 -2.42 0.24
H -5.83 -6.55 -0.21 0.26
H -4.96 -8.15 -0.41 0.29
H -6.86 -8.09 -0.24 0.31
H -1.73 -5.39 -2.74 0.26
O 3.00 0.11 2.10 -0.79
P 3.87 -0.57 3.16 0.85
N 4.04 0.80 4.15 0.37
C 4.87 1.96 3.87 -1.01
C 2.84 1.21 4.87 -1.19
N 5.19 -0.89 2.10 0.17
C 5.91 0.19 1.42 -1.09
C 4.83 -1.90 1.10 -1.09
N 4.84 -1.45 4.38 0.01
C 4.04 -2.19 5.34 -1.01
C 6.08 -0.99 4.95 -0.86
H 4.89 2.64 4.73 0.46
H 4.51 2.51 3.00 0.15
H 5.91 1.68 3.72 0.26
H 3.03 1.21 5.95 0.30
H 2.01 0.51 4.69 0.38
H 2.49 2.20 4.58 0.33
H 5.24 0.95 1.02 0.30
H 6.52 -0.19 0.60 0.46
H 6.62 0.66 2.10 0.21
H 4.19 -1.49 0.31 0.34
H 4.29 -2.73 1.57 0.34
H 5.73 -2.33 0.64 0.37
H 3.65 -1.54 6.14 0.33
H 4.62 -2.99 5.81 0.34
H 3.19 -2.67 4.85 0.31
H 5.92 -0.24 5.74 0.28
H 6.75 -0.56 4.20 0.19
H 6.62 -1.83 5.39 0.37
O 6.02 4.55 -0.33 -0.90
P 4.53 4.93 -0.36 0.79
N 4.19 4.17 -1.85 0.32
C 4.59 4.66 -3.16 -1.18
C 4.21 2.71 -1.83 -0.70
N 4.79 6.62 -0.42 0.16
C 5.53 7.25 -1.52 -0.97
C 5.34 7.12 0.85 -1.11
N 2.79 5.34 -0.32 0.11
C 1.97 4.41 0.45 -1.02
C 2.05 5.93 -1.41 -0.85
H 4.15 4.05 -3.95 0.42
H 5.68 4.65 -3.28 0.31
H 4.22 5.67 -3.35 0.29
H 3.24 2.33 -2.16 0.33
H 4.38 2.32 -0.82 -0.19
H 4.99 2.29 -2.47 0.40
H 6.43 6.69 -1.79 0.29
H 5.83 8.27 -1.27 0.39
H 4.89 7.35 -2.39 0.22
H 6.41 6.88 0.95 0.37
H 4.81 6.68 1.70 0.31
H 5.22 8.20 0.93 0.37
H 1.74 3.51 -0.13 0.36
H 1.03 4.88 0.77 0.36
H 2.50 4.11 1.36 0.24
H 1.76 5.19 -2.16 0.28
H 2.60 6.73 -1.90 0.21
H 1.13 6.39 -1.03 0.36
```

## Properties
**SMILES**: CCCCc1cc(C[C@@H](C)O)c2c(c1)C(=O)C(COCCC)=CC2=O.CN(C)P(=O)(N(C)C)N(C)C.CN(C)P(=O)(N(C)C)N(C)C

=====

# C4H9N2O

An isolated ion of composition C4H9N2O and charge +1 at a distorted geometry (wB97M-V/def2-TZVPD, OMol25).

XYZ file:
```
16
Properties=species:S:1:pos:R:3:nbo_charge:R:1
C -0.76 -1.36 -0.16 0.02
C 0.44 -0.99 -0.59 -0.13
C -2.00 0.82 0.14 0.55
C 1.83 0.58 0.54 -0.41
N -1.80 -0.53 0.27 -0.61
N 1.00 0.36 -0.67 -0.54
O -1.32 1.50 -0.60 -0.61
H -0.90 -2.39 0.16 0.26
H 1.12 -1.81 -0.79 0.25
H -2.76 1.33 0.74 0.18
H 2.48 -0.28 0.80 0.24
H 2.45 1.39 0.44 0.23
H 1.04 0.83 1.38 0.23
H -2.61 -1.01 0.66 0.43
H 1.48 0.38 -1.51 0.43
H 0.32 1.19 -0.78 0.49
```

## Properties
**Energy above the lowest of the compared OMol25 structures with the same formula, charge and spin**: 187.0 kJ/mol
**SMILES**: C[NH2+]/C=C\NC=O
**Total charge**: +1

=====

# C27H23ClNO4PSZr

C27H23ClNO4PSZr as an isolated structure (wB97M-V/def2-TZVPD, OMol25).

XYZ file:
```
59
Properties=species:S:1:pos:R:3:nbo_charge:R:1
Zr 0.75 -0.68 0.97 2.14
C -1.22 -6.14 -5.25 -0.65
C -0.84 -5.17 -4.18 0.09
C -0.63 -3.82 -4.47 -0.21
C -0.26 -2.92 -3.49 -0.15
C -0.11 -3.40 -2.19 -0.36
C -0.31 -4.74 -1.86 -0.15
C -0.68 -5.61 -2.86 -0.21
S 0.33 -2.31 -0.94 2.21
O -0.77 -2.00 0.05 -0.95
O 0.73 -0.97 -1.45 -0.93
N 1.41 -2.78 0.12 -0.93
C 2.88 -2.70 0.01 -0.30
C 2.93 -1.39 0.79 0.73
O 2.75 -0.32 0.15 -0.63
O 2.45 -1.40 1.99 -0.68
H -1.45 -5.63 -6.19 0.23
H -2.09 -6.73 -4.95 0.25
H -0.40 -6.83 -5.43 0.25
H -0.75 -3.47 -5.49 0.24
H -0.09 -1.88 -3.71 0.25
H -0.18 -5.08 -0.84 0.25
H -0.84 -6.65 -2.62 0.24
H 3.27 -2.57 -1.00 0.25
H 3.33 -3.55 0.52 0.26
Cl -0.31 -0.60 3.42 0.09
C -0.49 1.07 4.04 0.13
C -0.95 1.18 5.33 -0.26
C -1.09 2.46 5.85 -0.14
C -0.78 3.57 5.09 -0.17
C -0.33 3.42 3.78 -0.14
C -0.18 2.15 3.23 -0.45
P 0.44 1.90 1.56 0.88
C -0.98 1.43 0.51 -0.39
C -2.18 0.93 1.04 -0.22
C -3.17 0.48 0.19 -0.16
C -2.98 0.52 -1.19 -0.14
C -1.80 1.01 -1.72 -0.18
C -0.79 1.45 -0.88 -0.20
C 1.19 3.38 0.90 -0.42
C 0.39 4.43 0.44 -0.18
C 1.00 5.58 -0.03 -0.19
C 2.39 5.68 -0.05 -0.14
C 3.18 4.63 0.41 -0.21
C 2.58 3.47 0.88 -0.10
H -1.18 0.30 5.92 0.26
H -1.44 2.58 6.87 0.25
H -0.89 4.57 5.50 0.25
H -0.08 4.30 3.19 0.25
H -2.36 0.94 2.11 0.24
H -4.10 0.11 0.60 0.25
H -3.77 0.17 -1.85 0.25
H -1.66 1.05 -2.79 0.24
H 0.13 1.85 -1.30 0.25
H -0.69 4.35 0.45 0.23
H 0.39 6.40 -0.39 0.24
H 2.86 6.58 -0.42 0.24
H 4.25 4.71 0.39 0.24
H 3.19 2.65 1.23 0.22
```

## Properties
**Energy above the lowest of the compared OMol25 structures with the same formula, charge and spin**: 53.0 kJ/mol
**Total charge**: +2

=====

# C7H12N2O2S

C7H12N2O2S as an isolated structure at a distorted geometry (wB97M-V/def2-TZVPD, OMol25).

XYZ file:
```
24
Properties=species:S:1:pos:R:3:nbo_charge:R:1
C 3.41 -1.46 0.49 -0.71
C 1.43 0.07 0.10 0.18
C -0.43 -0.90 -0.50 0.07
C -1.47 -2.09 -0.34 -0.08
C -0.64 0.45 -0.53 0.07
C -1.95 1.36 -0.25 -0.10
C 0.86 2.51 -0.29 -0.44
H 2.89 -1.54 1.46 0.23
H 4.56 -1.62 0.58 0.22
H 2.90 -2.31 -0.17 0.27
H -1.91 -2.38 -1.38 0.20
H -1.03 -2.91 0.37 0.22
H -3.80 -1.45 -0.16 0.48
H -2.82 0.94 -0.66 0.20
H -1.84 2.51 -0.42 0.20
H -2.52 0.35 1.38 0.50
H 2.02 2.69 -0.26 0.25
H 0.19 2.95 0.57 0.25
H 0.39 2.67 -1.40 0.23
N 0.86 -1.24 -0.05 -0.51
N 0.55 1.00 -0.31 -0.35
O -2.63 -1.34 0.33 -0.80
O -2.21 1.35 1.30 -0.76
S 3.18 0.40 0.13 0.20
```

## Properties
**Energy above the lowest of the compared OMol25 structures with the same formula, charge and spin**: 647.4 kJ/mol

=====

# C24H19N2O2

A 2-piece molecular cluster, C24H19N2O2 overall at a distorted geometry (wB97M-V/def2-TZVPD, OMol25).

XYZ file:
```
47
Properties=species:S:1:pos:R:3:nbo_charge:R:1
C 1.97 5.46 2.78 -0.66
C 1.18 4.27 2.32 0.12
C 1.30 3.07 3.03 -0.24
C 0.75 1.91 2.53 -0.11
C -0.04 1.92 1.33 -0.12
C -0.48 0.67 0.84 0.05
C -1.31 0.45 -0.30 -0.10
C -2.10 -0.74 -0.28 -0.12
C -3.00 -1.01 -1.29 -0.23
C -3.12 -0.15 -2.39 0.10
C -4.09 -0.50 -3.47 -0.65
C -2.32 1.00 -2.45 -0.22
C -1.39 1.28 -1.45 -0.13
C -0.31 3.19 0.74 -0.11
C 0.34 4.33 1.20 -0.24
H 1.95 6.26 2.04 0.23
H 1.58 5.86 3.73 0.25
H 3.01 5.18 2.95 0.24
H 1.88 3.05 3.96 0.24
H 0.91 0.96 3.04 0.24
H -0.43 -0.15 1.55 0.23
H -2.01 -1.41 0.58 0.22
H -3.62 -1.91 -1.24 0.23
H -4.17 0.31 -4.20 0.23
H -3.79 -1.40 -4.01 0.25
H -5.08 -0.69 -3.04 0.24
H -2.42 1.67 -3.31 0.23
H -0.71 2.12 -1.57 0.23
H -1.03 3.27 -0.07 0.23
H 0.22 5.29 0.67 0.24
O 2.04 -1.98 2.43 -0.52
C 1.73 -2.11 1.25 0.52
C 1.56 -3.34 0.45 -0.06
C 1.29 -2.99 -0.89 -0.15
C 1.11 -3.97 -1.86 -0.15
C 1.23 -5.31 -1.48 -0.17
C 1.48 -5.66 -0.14 -0.17
C 1.63 -4.67 0.84 -0.18
C 1.26 -1.52 -1.04 0.53
O 1.09 -0.87 -2.06 -0.52
C 1.47 -0.99 0.32 -0.28
N 2.25 0.12 0.45 0.14
N 2.83 1.09 0.60 0.16
H 0.89 -3.65 -2.87 0.24
H 1.12 -6.10 -2.24 0.24
H 1.55 -6.71 0.14 0.24
H 1.81 -4.89 1.89 0.25
```

## Properties
**Energy above the lowest of the compared OMol25 structures with the same formula, charge and spin**: 0.0 kJ/mol
**Total charge**: +1

=====

# C10H30O5

A 5-piece molecular cluster, C10H30O5 overall at a distorted geometry (wB97M-V/def2-TZVPD, OMol25).

XYZ file:
```
45
Properties=species:S:1:pos:R:3:nbo_charge:R:1
C 33.56 7.16 -1.37 -0.63
C 32.13 6.73 -1.73 -0.05
O 32.04 6.82 -3.17 -0.75
H 33.55 8.25 -1.46 0.21
H 34.27 6.68 -2.04 0.23
H 33.73 6.97 -0.31 0.21
H 31.28 7.28 -1.32 0.16
H 31.93 5.71 -1.38 0.15
H 31.16 6.95 -3.53 0.47
C 38.68 6.32 5.98 -0.63
C 39.04 4.87 5.53 -0.07
O 37.84 4.33 4.96 -0.73
H 37.79 6.35 6.61 0.22
H 38.65 7.06 5.18 0.21
H 39.51 6.72 6.55 0.20
H 39.44 4.16 6.26 0.18
H 39.78 5.02 4.74 0.16
H 38.00 4.31 4.02 0.47
C 30.72 1.60 -1.91 -0.64
C 30.15 0.17 -1.79 -0.06
O 30.12 -0.36 -3.05 -0.74
H 30.95 1.80 -2.96 0.23
H 31.57 1.68 -1.24 0.21
H 29.94 2.30 -1.62 0.20
H 29.11 0.27 -1.46 0.15
H 30.73 -0.53 -1.20 0.16
H 29.36 -0.90 -3.27 0.47
C 36.59 1.82 9.19 -0.63
C 37.33 3.00 9.64 -0.07
O 37.15 3.14 11.03 -0.72
H 36.46 1.85 8.11 0.22
H 35.57 1.92 9.57 0.22
H 37.05 0.91 9.56 0.21
H 37.15 3.91 9.07 0.15
H 38.39 3.05 9.39 0.15
H 37.61 3.92 11.32 0.47
C 32.69 3.77 2.69 -0.63
C 32.95 3.24 4.10 -0.05
O 33.80 4.10 4.78 -0.72
H 31.87 3.18 2.27 0.21
H 33.61 3.79 2.11 0.20
H 32.46 4.83 2.80 0.21
H 33.37 2.23 4.11 0.16
H 32.00 3.30 4.63 0.17
H 34.71 3.82 4.65 0.47
```

## Properties
**Energy above the lowest of the compared OMol25 structures with the same formula, charge and spin**: 208.0 kJ/mol
**SMILES**: CCO.CCO.CCO.CCO.CCO

=====

| no. | gap between HOMO and LUMO (eV) | energy (eV) |
| --- | --- | --- |
| 1 | 6.27 | -75046.7151 |
| 2 | 10.65 | -9314.0780 |
| 3 | 7.24 | -71965.8559 |
| 4 | 7.92 | -25358.5171 |
| 5 | 6.86 | -32263.2314 |
| 6 | 10.44 | -21091.0361 |